2 unconnected molecules or ions with the total composition C8H20BrNO in a non-equilibrium geometry. Source: the OMol25 dataset; level of theory: wB97M-V/def2-TZVPD.

The orbital gap is 7.30 eV. Its energy above the lowest of the compared OMol25 structures with the same formula, charge and spin is 96.6 kJ/mol. The value obtained for the HOMO energy is -0.2616 Eh. Its total charge is 0. The max |F| comes out at 0.0562 Eh/bohr.

Structure (XYZ):
```
31
Properties=species:S:1:pos:R:3:forces:R:3
Br 2.150459 -1.901822 3.460175 -0.146 0.181 -0.328
O -1.899607 1.685811 -0.197093 -0.819 0.471 -0.048
N 0.602332 -0.179338 0.248692 0.785 -0.972 0.685
C -1.502565 0.581280 -1.050304 -0.797 2.389 0.355
C -3.228816 2.302930 -0.471757 1.464 -0.962 0.123
C 0.577204 0.790248 1.380612 -1.655 1.083 -2.106
C 0.011221 0.365230 -0.969253 -0.844 2.171 -0.394
C -0.397916 -2.581994 -0.182634 -0.036 0.765 -0.293
C 2.028890 -0.633467 -0.027541 -1.397 -1.959 -0.284
C -0.185064 -1.336209 0.717591 -1.261 -1.941 0.350
C 2.966652 0.490090 -0.382042 -0.273 -0.828 0.901
H 0.226286 -0.347821 -1.729484 0.508 -0.260 -0.869
H 0.442801 -3.194572 -0.436082 0.911 -0.071 0.217
H -0.826529 -2.294155 -1.143592 -0.276 -0.025 -0.015
H 0.191447 -1.639526 1.701908 0.266 0.130 -0.140
H -0.469992 0.843544 1.617738 -0.502 0.714 0.007
H 0.916659 1.712006 0.914113 0.132 0.253 0.801
H -2.191309 -0.214119 -0.847261 0.110 -1.038 0.147
H -3.964161 1.529806 -0.692710 -0.111 -0.115 0.320
H 1.890632 -1.451059 -0.778922 0.350 0.932 0.151
H 2.508304 1.398715 -0.683343 -0.569 0.724 -0.303
H 3.669805 0.223168 -1.130774 0.630 -0.408 -0.581
H 3.458157 0.649294 0.545252 0.969 0.705 0.607
H -1.091008 -3.269278 0.309747 -0.052 0.383 0.109
H -3.179357 2.935475 -1.350825 0.253 0.222 -0.195
H 1.006566 0.468292 2.270568 1.725 -0.925 1.137
H -3.515326 2.913659 0.398623 0.276 -0.500 -0.300
H 0.463443 1.398925 -1.163831 -0.449 -1.659 0.042
H 2.247216 -1.200747 0.902176 0.534 0.603 -0.209
H -1.713197 0.907687 -2.073825 0.286 -0.239 -0.255
H -1.193227 -0.952052 0.844079 -0.012 0.174 0.366
```
Positions in Å, forces in eV/Å.

In elementary charge units, the Mulliken charges are:
1 Br -0.764
2 O -0.315
3 N 0.069
4 C -0.942
5 C -0.772
6 C -0.904
7 C -0.433
8 C -1.403
9 C -0.076
10 C -0.281
11 C -1.343
12 H 0.393
13 H 0.353
14 H 0.306
15 H 0.388
16 H 0.467
17 H 0.391
18 H 0.470
19 H 0.318
20 H 0.402
21 H 0.305
22 H 0.389
23 H 0.405
24 H 0.397
25 H 0.301
26 H 0.278
27 H 0.242
28 H 0.339
29 H 0.157
30 H 0.503
31 H 0.360